Record 1
This record from OMol25 describes a molecular structure, C26H55IrNO3P2. The level of theory is the ωB97M-V functional and the def2-TZVPD basis.

Geometry as XYZ:
```
88
Properties=species:S:1:pos:R:3:lowdin_spin:R:1
Ir -0.15996 -0.99904 -1.47879 1.902
C -0.09448 -1.15023 -3.35329 0.194
O -0.16161 -1.12264 -4.50784 0.115
C -0.19557 -2.67895 -0.56527 0.192
O -0.33636 -3.78041 -0.11740 0.103
P 2.31244 -1.06578 -0.60133 0.371
C 3.07648 -1.47695 1.08126 0.058
H 4.12733 -1.73969 0.88328 0.014
C 3.05283 -2.46026 -1.68587 0.049
H 2.23184 -3.22190 -1.60406 0.004
C 3.25770 0.49754 -1.07044 0.098
H 2.96507 1.19950 -0.26252 0.002
C -3.06003 1.07481 -1.28558 0.054
P -2.45926 -0.56376 -0.58652 0.293
H -4.21464 -0.59712 1.05021 0.012
H -2.59474 1.82764 -0.61946 0.001
C -3.55468 -1.85612 -1.34162 0.061
H -4.46998 -1.27004 -1.52925 0.012
C 3.26666 -2.10491 -3.17688 0.004
H 4.16360 -1.46165 -3.29779 0.000
H 2.38295 -1.68265 -3.67300 0.004
H 3.47713 -3.05977 -3.69325 0.001
C 4.39135 -3.09640 -1.21263 0.023
H 4.63413 -3.88658 -1.94669 0.004
H 4.31952 -3.51476 -0.19747 0.001
H 5.21219 -2.36026 -1.27918 0.001
C 4.78958 0.35829 -1.06847 0.042
H 5.18847 -0.01850 -0.11677 0.001
H 5.24605 1.34610 -1.26178 0.016
H 5.13179 -0.30303 -1.87748 0.001
C 2.78380 1.12025 -2.39475 0.013
H 3.27662 2.10814 -2.50632 0.001
H 1.69232 1.29072 -2.38272 0.010
H 3.08108 0.48586 -3.24889 0.001
C 3.12785 -0.31163 2.07190 0.002
H 3.95557 0.38047 1.89145 0.000
H 3.28548 -0.67235 3.09328 0.000
H 2.20098 0.26691 2.10766 0.001
C 2.47692 -2.71579 1.72847 0.005
H 1.48775 -2.53278 2.13787 0.001
H 3.07632 -2.99659 2.60226 0.000
H 2.42052 -3.58296 1.06882 0.000
C -4.58699 1.27683 -1.26441 0.021
H -5.05379 1.03339 -0.29686 0.001
H -5.08480 0.71895 -2.07511 0.001
H -4.77348 2.34077 -1.47866 0.006
C -2.48715 1.30710 -2.68292 0.027
H -2.79710 0.51853 -3.38720 0.000
C -2.58483 -1.49794 2.14381 0.003
H -1.38850 1.35611 -2.65533 0.018
H -2.85703 2.26856 -3.07074 0.001
C -2.98261 0.96006 1.85618 0.003
H -1.69634 -1.17184 2.68643 0.000
H -3.29957 -1.64632 2.96275 0.000
H -2.37648 -2.46945 1.68147 0.001
C -3.12292 -0.42676 1.18923 0.058
H -3.40215 0.91213 2.87416 0.001
H -3.52854 1.74864 1.31727 0.000
H -1.91907 1.23308 1.96041 0.001
C -3.88022 -3.04790 -0.43331 0.008
H -2.98341 -3.64863 -0.21425 0.002
H -4.56999 -3.70191 -0.98481 0.004
H -4.36676 -2.76220 0.50578 0.000
C -3.00241 -2.36074 -2.67803 0.023
H -2.76696 -1.54311 -3.36525 0.002
H -3.77811 -2.96275 -3.16779 0.001
H -2.11273 -2.99873 -2.53457 0.008
H -0.03180 -1.19097 2.94511 0.001
H 0.62580 -1.16073 3.45643 0.001
O 0.22902 1.30477 -0.22850 0.127
C 0.16575 2.15387 0.69188 0.022
C 0.06012 3.63868 0.49208 0.042
C -1.07228 4.30328 1.27621 0.194
C -0.77775 4.61591 2.74507 0.235
C -0.54432 3.38783 3.60039 0.240
C 0.62651 2.56065 3.11482 0.058
N 0.22190 1.72582 1.97826 0.006
H -0.08152 3.75431 -0.58219 0.018
H 1.03812 4.05844 0.77105 0.003
H -1.29768 5.25021 0.76680 0.089
H -1.98601 3.68278 1.18752 0.002
H 0.08175 5.29525 2.82174 -0.001
H -1.64441 5.15972 3.12340 0.005
H -0.32916 3.68169 4.63344 0.059
H -1.45000 2.77372 3.65402 0.002
H 1.48206 3.23064 2.91681 0.009
H 0.91684 1.95508 3.98686 0.034
H 0.37800 0.71045 1.98744 0.000
```

As for the net charge: +4. As for the HOMO energy (alpha / beta): -20.1 / -21.3 eV. The total energy comes out at -56853.7978 eV. As for the multiplicity: 6. The calculation puts the molar mass at 683.89 g mol⁻¹. The largest force on an atom is 10.4 eV/Å. The expectation value of S² is 8.77.

=====

Record 2
This record from OMol25 describes a single C2H7NOS molecule. The level of theory is the ωB97M-V functional and the def2-TZVPD basis.

Geometry as XYZ:
```
12
Properties=species:S:1:pos:R:3:nbo_charge:R:1
C -0.05226 -1.80091 -0.03293 -0.969
C -0.38842 1.30296 0.30905 -0.430
N 0.79954 0.78980 -0.33361 -0.838
O 2.81005 -0.50895 -1.29575 -0.573
S 0.87670 -0.70551 -0.84514 1.208
H 0.29792 -1.92227 1.05666 0.225
H -0.02810 -2.77131 -0.50104 0.239
H -0.45728 2.35588 0.25252 0.217
H -1.18215 1.13244 -0.40878 0.213
H -0.50199 0.92280 1.34664 0.213
H 1.67631 1.25986 -0.46208 0.441
H 0.43705 -0.75679 -2.07787 0.055
```

As for the HOMO energy (alpha / beta): -6.3 / -8.2 eV. The total energy comes out at -16551.9165 eV. As for the multiplicity: 3. The calculation puts the molar mass at 93.15 g mol⁻¹. The largest force on an atom is 3.2 eV/Å. The expectation value of S² is 2.02.

=====

Record 3
This record from OMol25 describes 15 unconnected molecules or ions with the total composition C14H58O15. The level of theory is the ωB97M-V functional and the def2-TZVPD basis.

Geometry as XYZ:
```
87
Properties=species:S:1:pos:R:3:lowdin_spin:R:1
C -1.19858 -18.59158 9.62393 0.014
C -0.78139 -19.30134 10.94184 0.156
O 0.46492 -19.90779 10.87232 0.672
H -0.49966 -17.79333 9.37414 0.007
H -2.18262 -18.12351 9.64996 -0.001
H -1.18973 -19.40997 8.90402 0.005
H -1.40116 -20.19658 10.99208 0.083
H -0.94606 -18.69471 11.83234 0.054
H 0.46733 -20.45970 11.65780 0.007
C -2.52610 -21.22901 15.94109 0.000
C -3.26046 -20.36761 14.90247 0.000
O -2.36923 -19.49340 14.32728 0.000
H -1.81141 -21.87428 15.43026 0.000
H -3.30159 -21.78380 16.46920 0.000
H -2.01370 -20.60355 16.67208 0.000
H -4.04932 -19.79955 15.39554 0.000
H -3.76120 -20.98502 14.15671 0.000
H -2.93407 -18.92292 13.80086 0.000
C -5.32489 -20.46416 11.46592 0.000
C -5.51441 -19.62414 10.22176 0.000
O -5.26800 -18.26081 10.56065 0.000
H -4.34183 -20.32352 11.91529 0.000
H -5.32617 -21.52968 11.23623 0.000
H -6.12735 -20.23329 12.16653 0.000
H -6.53102 -19.82313 9.88262 0.000
H -4.76712 -19.95071 9.49856 0.000
H -4.86821 -17.82029 9.80719 0.000
C -9.14078 -20.18437 15.04182 0.000
C -7.88360 -20.90515 14.56552 0.000
O -6.75327 -20.27063 15.04199 0.000
H -9.22337 -20.07707 16.12337 0.000
H -9.96291 -20.86030 14.80661 0.000
H -9.25105 -19.20817 14.56961 0.000
H -7.70437 -20.98849 13.49359 0.000
H -7.93912 -21.96712 14.80473 0.000
H -6.75634 -20.38513 15.99514 0.000
C -5.39400 -23.62953 14.97541 0.000
C -6.14520 -24.84492 14.45173 0.000
O -5.34441 -26.00176 14.71553 0.000
H -4.59373 -23.27330 14.32674 0.000
H -4.82476 -23.93194 15.85440 0.000
H -6.12373 -22.85421 15.20881 0.000
H -6.39377 -24.80200 13.39132 0.000
H -7.09026 -24.97628 14.97871 0.000
H -4.54726 -25.84980 14.20265 0.000
C -1.21459 -26.19603 14.29150 0.000
C -2.00486 -25.21094 13.41529 0.000
O -3.24525 -25.74955 12.98371 0.000
H -0.78653 -27.03455 13.74219 0.000
H -1.90057 -26.63945 15.01324 0.000
H -0.43181 -25.63417 14.80109 0.000
H -1.48141 -24.97030 12.48999 0.000
H -2.24042 -24.30681 13.97668 0.000
H -3.49302 -25.28850 12.17895 0.000
C 1.47457 -16.37538 15.65282 0.000
C 1.04107 -17.75578 15.21563 0.001
O 0.05883 -17.58933 14.25962 0.001
H 1.87887 -15.78779 14.82857 0.000
H 2.28495 -16.56370 16.35704 0.000
H 0.68425 -15.79877 16.13346 0.000
H 0.84037 -18.44156 16.03875 0.000
H 1.91839 -18.18686 14.73337 0.000
H -0.13614 -18.41655 13.81319 0.001
O -0.12133 -20.96252 13.26061 -0.003
H 0.05258 -21.76643 13.75021 0.000
H -0.92260 -20.61277 13.65032 0.000
O -3.88556 -17.92392 12.96929 0.000
H -4.64345 -17.62705 13.47298 0.000
H -4.26149 -18.38017 12.21646 0.000
O -2.27800 -16.13712 14.39560 0.000
H -1.44295 -16.60403 14.36533 0.000
H -2.84670 -16.62355 13.79878 0.000
O -2.79721 -17.84783 16.70671 0.000
H -2.92253 -17.01298 16.25553 0.000
H -2.41679 -18.42412 16.04384 0.000
O -6.22152 -17.55090 14.28830 0.000
H -6.49471 -18.44587 14.48986 0.000
H -7.04086 -17.06367 14.20149 0.000
O 0.57014 -22.76648 15.18509 0.000
H 0.06777 -23.15297 15.90236 0.000
H 1.02077 -22.02112 15.58206 0.000
O -2.78340 -19.14313 18.96803 0.000
H -3.43533 -18.65757 19.47344 0.000
H -2.66256 -18.62544 18.17203 0.000
O -2.39089 -21.77138 19.40202 0.000
H -1.98420 -21.64452 20.25919 0.000
H -2.71830 -20.90478 19.16111 0.000
```

As for the net charge: +1. As for the HOMO energy (alpha / beta): -11.6 / -11.6 eV. The total energy comes out at -46161.1703 eV. As for the multiplicity: 2. The calculation puts the molar mass at 466.60 g mol⁻¹. The largest force on an atom is 3.2 eV/Å. The expectation value of S² is 0.75.